Entry 1:
Computed, not measured: the ion C5H7N2 with charge +1, with the ωB97M-V functional and the def2-TZVPD basis.

Structure (XYZ):
```
14
Properties=species:S:1:pos:R:3:forces:R:3
C 1.228264 0.610258 -0.783810 -1.645 -0.256 1.481
N 1.471075 0.581181 0.506588 0.849 -0.458 -1.755
C 0.364411 -0.365835 0.824778 0.839 0.345 -0.954
C -1.032333 0.257521 0.926807 -3.137 -4.580 1.216
C -1.405480 -0.020543 -0.530099 -1.187 -1.868 -2.735
C 0.076485 -0.337709 -0.777881 0.700 -0.028 0.017
N 0.427862 -1.506741 0.023357 -0.482 -0.211 -0.107
H 1.689494 1.245414 -1.510706 0.141 0.320 -0.453
H 2.388386 0.731435 0.882484 0.339 0.114 1.000
H -1.750126 -0.265541 1.729040 1.790 1.335 -1.657
H -1.010076 1.256004 1.035207 0.394 3.415 0.991
H -1.742348 0.791913 -1.249522 -0.048 -0.842 1.484
H -1.988352 -1.051715 -0.753326 1.110 2.719 0.604
H 1.282739 -1.925643 -0.322916 0.336 -0.005 0.866
```
Forces are in eV/Å.

The relative energy (zero: lowest compared OMol25 entry of this formula, charge and spin) comes out at 152.3 kcal/mol. As for the gap between HOMO and LUMO (alpha / beta): 0.3076 / 0.3076 Ha. The HOMO energy (alpha / beta) comes out at -14.08 / -14.08 eV. Its total charge is +1. Its SMILES is C1=[NH+][C@@]23CC[C@@]12N3.

Entry 2:
Computed, not measured: a cluster of 7 separate species, C29H50NO20P3 in total, with the ωB97M-V functional and the def2-TZVPD basis.

Structure (XYZ):
```
103
Properties=species:S:1:pos:R:3:forces:R:3
C -2.342338 -3.333833 3.336249 0.728 0.505 1.009
P -3.446969 -2.693870 1.915565 0.204 -1.328 -1.005
C -2.485493 -1.653333 0.634818 0.565 1.333 -0.844
P -5.199717 -1.574031 2.705227 1.174 -0.553 0.532
C -6.686318 -2.641935 2.181012 -2.933 0.861 -0.968
C -8.126389 -1.601662 2.029491 -2.738 -1.419 -1.173
C -9.399585 -2.296377 1.073976 0.855 0.063 6.283
O -9.425317 -2.142370 2.711227 4.077 1.826 -2.490
P -5.165841 0.390337 1.765943 -1.014 1.502 -0.830
N -3.715669 1.235076 2.450838 -0.928 0.329 -1.510
O -5.010103 0.247220 0.005064 0.524 2.230 1.613
H -1.305901 -3.673381 2.898731 -2.087 0.533 0.723
H -2.897989 -4.247221 3.837813 1.205 1.929 -1.063
H -2.116043 -2.509350 4.138266 -0.402 -1.654 -1.331
H -2.992104 -1.840526 -0.428634 1.023 0.389 2.457
H -1.349408 -1.936397 0.537132 -2.322 0.264 0.399
H -2.530429 -0.505803 0.861673 0.137 -2.200 -0.497
H -6.538326 -3.140034 1.131491 -0.300 0.775 2.166
H -7.014879 -3.401098 3.030741 1.032 1.581 -1.864
H -7.941744 -0.364354 1.936946 -0.755 -3.706 0.501
H -10.411752 -1.711502 0.973420 2.360 -1.341 -1.046
H -9.280837 -3.460798 1.216907 -0.574 2.386 -1.828
H -3.246069 1.674872 1.603049 -0.305 -0.731 1.489
H -4.074764 2.046073 3.036543 0.380 -1.312 -1.084
H -5.079356 1.222992 -0.290515 0.062 -2.277 0.505
C -1.584175 -7.557483 -0.504363 -0.261 -0.160 0.071
C -0.381559 -6.634120 -0.541682 -0.666 -1.193 -0.188
C 0.390804 -6.569397 0.742025 0.488 -0.847 0.352
O 1.020752 -5.302659 0.650528 -0.535 1.135 -0.686
C 0.197695 -4.525170 -0.122449 0.118 1.516 -0.080
O 0.317331 -3.322234 -0.264343 -0.049 -2.163 0.175
O -0.779109 -5.282338 -0.708699 0.839 1.251 0.419
H -2.389553 -7.183671 -1.144899 0.250 -0.063 -0.007
H -1.306535 -8.561695 -0.840081 -0.023 0.180 0.012
H -1.993230 -7.651848 0.507134 0.059 0.128 -0.118
H 0.262729 -6.893629 -1.391461 0.061 0.037 0.184
H 1.135117 -7.365164 0.829199 0.050 0.281 -0.022
H -0.243046 -6.569912 1.635996 -0.132 -0.071 -0.203
C 1.760051 0.091728 -1.773938 -0.043 0.065 0.339
C 2.077576 -0.570796 -3.100783 -0.779 0.709 0.922
C 1.808703 -2.045578 -3.137719 -0.936 -0.371 0.237
O 2.682019 -2.484944 -4.164416 1.164 0.524 -0.375
C 3.734993 -1.607084 -4.167571 1.737 -0.264 -1.038
O 4.769599 -1.772127 -4.787131 -2.038 0.232 1.276
O 3.468560 -0.523225 -3.376748 0.672 -0.935 -0.843
H 2.441293 0.925486 -1.575407 -0.117 -0.059 -0.198
H 0.732789 0.469824 -1.770811 0.124 -0.069 -0.022
H 1.853784 -0.608397 -0.937042 0.030 0.043 -0.159
H 1.563790 -0.043098 -3.914499 0.017 -0.172 0.003
H 0.770754 -2.280864 -3.387017 0.227 -0.072 -0.039
H 2.083313 -2.564980 -2.212646 -0.127 0.272 0.044
C 0.641293 1.100929 4.837317 0.136 -0.273 -0.090
C -0.274151 2.225295 5.282335 1.081 -0.726 -0.127
C -1.251900 1.842203 6.352796 0.221 -0.264 0.830
O -2.290692 2.788288 6.163944 -0.264 0.522 -1.044
C -2.263192 3.120781 4.834246 -1.298 0.882 -1.016
O -3.125806 3.764128 4.265473 1.616 -1.259 1.149
O -1.138467 2.627919 4.231570 -1.238 0.680 0.341
H 0.895670 1.194691 3.776583 -0.006 0.135 0.219
H 1.566843 1.106602 5.421746 -0.127 0.041 -0.102
H 0.174937 0.119257 4.972183 -0.042 0.168 -0.072
H 0.321820 3.100832 5.570138 -0.130 -0.064 0.090
H -0.832633 1.925076 7.358875 -0.197 0.103 -0.106
H -1.676499 0.840532 6.221187 0.217 0.039 -0.129
C 0.767663 5.586968 -1.256908 0.084 0.233 -0.056
C 0.381755 4.120474 -1.284205 0.781 1.179 -0.221
C -0.596199 3.756398 -2.361096 0.217 0.074 -0.874
O -1.205179 2.590303 -1.832705 -0.148 -0.297 1.156
C -1.139557 2.713399 -0.468906 -0.921 -0.974 1.398
O -1.726399 1.994039 0.318265 1.174 1.435 -1.733
O -0.329937 3.756564 -0.111891 -0.998 -1.223 0.001
H 0.968874 5.923787 -0.234791 0.111 -0.199 -0.169
H 1.661264 5.759206 -1.865222 -0.204 -0.115 0.217
H -0.028203 6.224444 -1.656380 -0.043 -0.143 0.088
H 1.284156 3.497210 -1.326505 -0.141 0.002 -0.089
H -0.112455 3.539777 -3.317084 -0.147 -0.124 0.143
H -1.378561 4.508026 -2.515742 0.203 0.085 0.103
C 3.119836 11.045511 -2.316355 -0.152 0.263 0.064
C 3.587278 9.621469 -2.548471 -0.125 1.320 -0.230
C 2.533353 8.703483 -3.091779 -0.384 0.097 -0.852
O 2.996738 7.431314 -2.671432 0.675 -0.091 0.789
C 3.711318 7.649203 -1.521951 0.869 -1.579 1.626
O 4.102484 6.771151 -0.775282 -0.932 1.822 -1.678
O 3.921162 8.986387 -1.324360 -0.103 -1.340 0.090
H 3.634133 11.495920 -1.461203 0.056 -0.120 -0.239
H 3.308688 11.659810 -3.202473 0.013 -0.100 0.151
H 2.045600 11.092162 -2.108516 0.146 -0.091 0.040
H 4.488870 9.621323 -3.174336 -0.150 -0.108 -0.014
H 2.455808 8.745310 -4.181313 0.038 -0.178 0.162
H 1.541955 8.865734 -2.653881 0.140 0.209 0.022
C 6.467663 -3.723941 -1.892666 -0.004 0.306 0.018
C 6.081755 -5.190435 -1.919963 0.785 1.112 -0.252
C 5.103801 -5.554511 -2.996854 0.204 0.127 -0.925
O 4.494821 -6.720606 -2.468462 -0.144 -0.275 1.217
C 4.560443 -6.597510 -1.104664 -1.034 -1.152 1.361
O 3.973601 -7.316870 -0.317493 1.080 1.414 -1.607
O 5.370063 -5.554345 -0.747649 -0.915 -1.095 0.029
H 6.668874 -3.387122 -0.870549 0.089 -0.200 -0.158
H 7.361264 -3.551703 -2.500979 -0.153 -0.028 0.106
H 5.671797 -3.086465 -2.292138 0.067 -0.135 0.059
H 6.984156 -5.813699 -1.962262 -0.149 -0.025 -0.087
H 5.587545 -5.771132 -3.952842 -0.172 -0.094 0.149
H 4.321439 -4.802883 -3.151500 0.222 0.109 0.060
```
Forces are in eV/Å.

As for the gap between HOMO and LUMO: 0.2596 Ha. The HOMO energy comes out at -6.79 eV. Its SMILES is CP(C)#P(C[C@H]1CO1)P(N)O.C[C@@H]1COC(=O)O1.C[C@@H]1COC(=O)O1.C[C@@H]1COC(=O)O1.C[C@@H]1COC(=O)O1.C[C@@H]1COC(=O)O1.C[C@@H]1COC(=O)O1.

Number 1: calculated total energy -303.77630 a.u.. Number 2: calculated total energy -3718.48559 a.u..